# 1
C3H7ClO2PS | wB97M-V/def2-TZVPD

Geometry as XYZ:
```
15
Properties=species:S:1:pos:R:3:lowdin_spin:R:1
C 1.356 -0.695 -0.264 0.08
C 0.375 -0.260 -1.364 0.01
C 1.052 0.034 1.072 0.09
O -0.921 -0.454 -1.061 0.09
O 0.017 -0.533 1.777 0.97
P -1.811 -0.099 0.146 0.40
S -1.991 1.962 0.173 0.15
Cl -3.474 -1.055 -0.089 0.15
H 1.307 -1.788 -0.128 0.00
H 2.391 -0.401 -0.355 0.00
H 0.559 0.835 -1.640 0.00
H 0.648 -0.800 -2.394 0.00
H 1.947 0.028 1.754 0.00
H 0.797 1.124 0.822 0.04
H -2.251 2.103 1.551 0.01
```

Calculated values
Multiplicity: 3
ΔE to the lowest compared entry with this formula, charge and spin in kJ/mol: 81.3
E in a.u.: -1468.352918
Total charge: +1
Kohn-Sham gap (alpha / beta) in Eh: 0.36772 / 0.29761

---

# 2
C15H68BNO30 | wB97M-V/def2-TZVPD

Geometry as XYZ:
```
115
Properties=species:S:1:pos:R:3:mulliken_charge:R:1
C -21.590 -42.094 4.028 -0.45
C -21.655 -42.533 5.379 -0.46
C -22.463 -43.858 5.578 -0.29
C -21.592 -45.208 5.451 -0.20
N -22.305 -46.397 5.302 1.50
C -23.102 -46.537 3.997 -1.06
C -24.594 -46.659 4.411 -0.73
C -24.706 -46.426 5.894 -0.47
C -23.285 -46.723 6.395 -0.98
C -21.375 -47.616 5.165 -0.29
C -20.386 -47.765 6.411 -1.26
C -19.700 -49.128 6.448 -0.91
H -22.671 -41.488 3.991 0.08
H -21.419 -42.899 3.300 -0.05
H -20.819 -41.350 3.958 0.32
H -22.346 -41.857 5.906 -0.06
H -20.697 -42.592 5.892 0.40
H -23.138 -43.971 4.747 0.78
H -22.973 -43.996 6.599 -0.11
H -20.920 -45.184 6.283 0.22
H -20.973 -44.982 4.567 -0.26
H -22.794 -47.041 3.287 1.95
H -23.170 -45.471 3.683 -0.79
H -24.669 -47.603 4.081 0.44
H -25.149 -46.050 3.762 0.34
H -25.521 -47.163 6.306 0.44
H -24.909 -45.490 6.249 0.08
H -23.587 -47.735 6.484 0.19
H -23.311 -46.234 7.268 0.48
H -20.699 -47.692 4.223 0.31
H -21.816 -48.498 5.346 0.23
H -20.931 -47.603 7.193 1.13
H -19.679 -46.876 6.505 0.27
H -19.145 -49.125 7.425 -0.30
H -18.952 -49.258 5.791 0.83
H -20.234 -50.071 6.283 0.18
O -24.106 -43.744 10.703 -0.70
C -22.903 -43.573 10.545 0.83
O -22.332 -44.261 9.738 -0.35
B -20.896 -44.293 10.203 1.41
O -20.820 -43.484 11.363 -0.56
C -22.020 -42.945 11.487 0.25
O -22.329 -42.196 12.314 -0.53
O -20.041 -43.901 9.138 -0.66
C -19.311 -44.829 8.880 0.69
O -18.588 -44.791 7.867 -0.90
C -19.624 -46.014 9.597 0.37
O -20.512 -45.688 10.492 -0.48
O -19.427 -47.153 9.220 -0.51
O -17.743 -44.948 5.272 -0.66
H -18.269 -44.651 4.640 0.35
H -18.208 -44.768 6.105 0.50
O -24.891 -42.110 7.289 -0.39
H -25.297 -42.622 6.846 0.12
H -25.133 -42.167 8.199 0.27
O -18.644 -40.741 1.474 -0.62
H -18.658 -41.725 1.361 0.31
H -18.364 -40.709 2.430 0.32
O -15.810 -48.963 6.913 -0.63
H -15.864 -48.112 7.452 0.34
H -16.649 -48.786 6.522 0.31
O -27.018 -43.954 7.100 -0.70
H -27.761 -44.575 6.684 0.36
H -26.468 -44.429 7.782 0.30
O -17.347 -49.033 9.654 -0.58
H -18.104 -49.521 9.322 0.23
H -16.630 -49.641 9.520 0.31
O -27.788 -45.732 5.436 -0.65
H -28.272 -46.578 5.276 0.29
H -28.218 -45.155 4.729 0.34
O -20.872 -52.791 7.535 -0.64
H -21.727 -52.394 7.281 0.25
H -20.165 -52.249 8.010 0.32
O -22.939 -49.911 3.004 -0.49
H -22.344 -50.476 2.443 0.26
H -23.765 -50.012 2.551 0.23
O -23.799 -39.976 2.054 -0.57
H -23.983 -39.611 2.835 0.27
H -23.128 -39.352 1.960 0.30
O -19.086 -44.111 2.887 -0.63
H -18.535 -44.387 2.059 0.24
H -18.607 -43.364 3.274 0.29
O -18.779 -48.722 2.152 -0.59
H -18.254 -48.078 2.629 0.29
H -18.215 -49.464 2.006 0.28
O -26.564 -47.892 1.871 -0.65
H -25.927 -47.232 1.488 0.32
H -25.866 -48.595 1.646 0.32
O -23.692 -39.516 7.132 -0.59
H -23.841 -40.365 7.452 0.28
H -24.231 -38.957 7.691 0.30
O -19.546 -50.963 9.172 -0.55
H -18.742 -51.424 9.257 0.33
H -19.787 -50.874 10.141 0.27
O -23.501 -44.136 1.530 -0.57
H -23.650 -43.264 1.306 0.30
H -22.618 -44.443 1.443 0.34
O -22.596 -49.915 8.599 -0.55
H -22.682 -50.775 8.959 0.34
H -22.495 -50.176 7.662 0.11
O -21.720 -52.321 4.798 -0.57
H -22.117 -53.085 5.060 0.33
H -22.341 -51.639 5.264 0.38
O -23.334 -50.432 5.962 -0.62
H -24.177 -50.854 5.677 0.33
H -23.305 -50.172 4.956 0.09
O -16.876 -50.933 4.755 -0.64
H -17.513 -51.495 5.468 0.34
H -16.042 -50.972 5.164 0.30
O -27.102 -49.657 4.056 -0.63
H -26.809 -49.134 3.316 0.29
H -27.365 -49.017 4.828 0.30
O -21.165 -45.433 1.321 -0.73
H -20.528 -45.117 1.995 0.22
H -20.640 -46.260 0.970 0.35
```

Calculated values
ΔE to the lowest compared entry with this formula, charge and spin in kJ/mol: 277.1
E in a.u.: -2948.887496
Total charge: 0
Kohn-Sham gap in Eh: 0.30897

---

# 3
C4H10NO | wB97M-V/def2-TZVPD

Geometry as XYZ:
```
16
Properties=species:S:1:pos:R:3:lowdin_spin:R:1
C -0.264 -1.588 0.435 0.23
C -0.269 -0.302 -0.452 0.07
C -0.030 0.996 0.308 0.04
C 1.470 1.327 0.482 0.00
O 2.192 0.349 1.052 0.01
N -1.427 -0.237 -1.357 0.12
H 0.598 -2.201 0.173 0.03
H -1.192 -2.112 0.273 0.12
H -0.160 -1.319 1.490 0.02
H 0.549 -0.446 -1.162 0.01
H -0.468 0.922 1.309 0.02
H -0.510 1.826 -0.211 0.01
H 1.492 2.334 1.014 0.00
H 1.883 1.631 -0.527 0.00
H -1.521 -1.107 -1.883 0.16
H -2.341 -0.072 -0.946 0.15
```

Calculated values
Multiplicity: 2
ΔE to the lowest compared entry with this formula, charge and spin in kJ/mol: 41.7
E in a.u.: -288.208191
Total charge: -2
Kohn-Sham gap (alpha / beta) in Eh: 0.11181 / 0.25006

---

# 4
C3H6NO2 | wB97M-V/def2-TZVPD

Geometry as XYZ:
```
12
Properties=species:S:1:pos:R:3:mulliken_charge:R:1
C -0.084 -0.887 -3.243 -0.73
C -0.960 -0.363 -2.382 -0.06
N -0.921 -0.494 -1.020 -0.37
H 0.672 -1.632 -3.001 0.26
H -0.263 -0.853 -4.316 0.23
H -1.799 0.121 -2.882 0.26
H -1.045 -1.380 -0.550 0.17
H -0.750 0.116 -0.201 0.31
O -0.003 0.741 1.268 -0.68
C 0.885 0.479 2.125 -0.01
O 1.036 0.874 3.278 -0.62
H 1.646 -0.249 1.702 0.25
```

Calculated values
ΔE to the lowest compared entry with this formula, charge and spin in kJ/mol: 159.0
E in a.u.: -323.157702
Total charge: -1
Kohn-Sham gap in Eh: 0.30092

---

# 5
C10H16ClI2NOPPm | wB97M-V/def2-TZVPD

Geometry as XYZ:
```
33
Properties=species:S:1:pos:R:3:lowdin_spin:R:1
I -4.253 3.049 -0.497 0.00
I -2.520 3.792 1.569 0.00
Pm -0.132 0.199 -0.512 4.05
P 0.878 1.859 -2.464 -0.01
C 2.231 3.054 -2.133 0.00
C 1.376 0.846 -3.899 0.00
H -1.410 2.119 -3.201 0.00
H -0.278 3.367 -3.894 0.00
H -0.897 3.485 -2.174 0.00
C -0.581 2.820 -2.996 0.00
H 0.574 0.117 -4.112 0.00
H 1.533 1.539 -4.730 0.00
H 2.360 3.605 -3.071 0.00
H 3.124 2.465 -1.839 0.00
H 2.298 0.296 -3.639 0.00
H 1.907 3.692 -1.286 0.00
C 1.764 1.311 0.699 0.00
O 2.548 1.761 1.445 0.00
Cl -1.691 -0.775 -2.307 -0.02
C -0.974 -4.130 4.180 0.00
C -0.721 -3.073 3.130 0.00
C -0.722 -3.458 1.796 0.00
C -0.468 -2.508 0.849 0.00
N -0.233 -1.241 1.246 -0.01
C -0.243 -0.833 2.526 0.00
C -0.485 -1.761 3.504 0.00
H -1.959 -4.592 4.031 0.00
H -0.222 -4.927 4.108 0.00
H -0.935 -3.697 5.179 0.00
H -0.911 -4.493 1.477 0.00
H -0.450 -2.704 -0.254 0.00
H -0.031 0.252 2.711 0.00
H -0.475 -1.434 4.554 0.00
```

Calculated values
Multiplicity: 5
E in a.u.: -2525.426210
Total charge: +2
Kohn-Sham gap (alpha / beta) in Eh: 0.23384 / 0.23894

---

# 6
C3H7N3O | wB97M-V/def2-TZVPD

Geometry as XYZ:
```
14
Properties=species:S:1:pos:R:3:mulliken_charge:R:1
C -2.466 -0.311 -0.011 0.10
C 1.580 -0.232 -0.143 0.16
C -0.887 0.586 -0.040 0.44
N 2.295 -1.276 0.043 -0.19
N -0.771 1.857 0.027 -0.29
N 0.201 -0.272 -0.083 -0.21
O -2.358 -1.481 0.050 -0.27
H -3.373 0.198 0.017 0.42
H 1.985 0.676 -0.524 0.36
H 3.264 -1.022 0.081 0.30
H 2.033 -2.241 0.271 0.29
H -1.602 2.362 0.325 0.31
H 0.113 2.462 0.181 0.30
H -0.013 -1.306 -0.193 0.27
```

Calculated values
ΔE to the lowest compared entry with this formula, charge and spin in kJ/mol: 154.9
E in a.u.: -357.297467
Total charge: +2
Kohn-Sham gap in Eh: 0.36014

---

# 7
ClH3N2OS | wB97M-V/def2-TZVPD

Geometry as XYZ:
```
8
Properties=species:S:1:pos:R:3:mulliken_charge:R:1
N -0.853 -0.950 -1.351 -0.49
N -0.531 0.491 0.886 -0.42
O 0.333 -1.864 0.627 -0.47
S 0.046 -0.708 -0.153 0.78
Cl 2.772 1.248 -0.198 -0.27
H -1.099 -0.206 -1.974 0.27
H 0.051 0.604 1.708 0.30
H -0.719 1.386 0.454 0.29
```

Calculated values
ΔE to the lowest compared entry with this formula, charge and spin in kJ/mol: 228.7
E in a.u.: -1044.789849
Total charge: 0
Kohn-Sham gap (alpha / beta) in Eh: 0.31620 / 0.20322

---

# 8
C18H49BrNO7P2S | wB97M-V/def2-TZVPD

Geometry as XYZ:
```
79
Properties=species:S:1:pos:R:3:mulliken_charge:R:1
C -0.831 2.150 3.435 -0.84
C -1.029 2.593 1.872 0.03
C -1.829 1.384 1.113 -0.94
C -1.184 1.076 -0.360 0.30
C -1.992 -0.147 -0.994 -1.21
P -0.994 -1.537 -1.838 0.58
Br -2.479 -1.332 -3.660 -0.38
C 0.214 -0.326 -2.700 -1.02
C -0.400 0.812 -3.660 -0.26
C 0.760 1.978 -3.744 -0.59
C 0.792 2.948 -2.474 -0.70
C 0.163 -1.807 -0.317 -0.80
C 0.730 -3.298 -0.114 0.22
C 0.947 -3.448 1.509 -0.89
O 2.086 -3.487 -0.655 -0.58
N -0.100 -2.878 -2.650 -0.61
C -0.755 -3.347 -3.690 0.48
O -1.324 -4.333 -4.241 -0.58
P -2.502 -2.987 -1.078 0.37
S -2.606 -3.197 0.850 -0.53
H -0.949 3.105 4.073 0.14
H 0.236 1.714 3.517 0.26
H -1.621 1.377 3.760 0.26
H -0.029 2.800 1.351 -0.05
H -1.674 3.553 1.831 0.33
H -1.915 0.440 1.748 0.39
H -2.880 1.820 0.891 0.21
H -1.427 2.030 -0.966 -0.06
H -0.074 0.931 -0.175 0.10
H -2.739 -0.506 -0.185 0.56
H -2.679 0.315 -1.805 0.48
H 0.916 -0.943 -3.384 0.36
H 0.926 0.240 -1.998 0.22
H -0.492 0.494 -4.769 0.41
H -1.318 1.355 -3.263 0.24
H 1.786 1.530 -4.013 0.20
H 0.452 2.625 -4.655 0.34
H -0.227 3.463 -2.284 0.14
H 1.531 3.803 -2.724 0.36
H 1.194 2.440 -1.526 0.06
H 1.128 -1.160 -0.375 0.31
H -0.366 -1.387 0.624 -0.06
H 0.022 -4.145 -0.376 0.39
H 0.869 -4.581 1.712 0.26
H 0.060 -2.980 2.080 0.24
H 1.947 -3.027 1.856 0.15
H 2.616 -2.702 -0.396 0.39
H -3.795 -2.524 -1.546 0.20
H -2.356 -4.311 -1.636 0.19
C -0.638 3.685 6.981 -0.52
O -1.688 2.768 6.716 -0.47
H 0.130 3.570 6.216 0.19
H -1.024 4.707 6.955 0.26
H -0.204 3.475 7.963 0.29
H -2.353 2.890 7.406 0.28
C 4.584 -4.633 2.423 -0.51
O 3.378 -4.464 3.151 -0.44
H 4.577 -3.955 1.570 0.19
H 5.438 -4.400 3.065 0.29
H 4.657 -5.664 2.066 0.25
H 3.408 -5.074 3.899 0.27
C -6.727 -4.075 1.224 -0.48
O -5.809 -4.969 0.622 -0.53
H -7.700 -4.565 1.296 0.23
H -6.381 -3.809 2.226 0.23
H -6.821 -3.174 0.611 0.21
H -4.957 -4.510 0.570 0.24
C 3.875 3.136 -6.359 -0.57
O 3.392 3.121 -5.026 -0.38
H 3.198 2.556 -6.986 0.22
H 3.914 4.166 -6.726 0.25
H 4.873 2.690 -6.396 0.26
H 4.007 3.640 -4.493 0.25
C 3.115 4.727 1.269 -0.63
O 2.344 3.747 0.593 -0.40
H 2.765 5.716 0.974 0.22
H 2.997 4.609 2.350 0.26
H 4.169 4.620 0.996 0.26
H 2.673 2.883 0.871 0.25
```

Calculated values
E in a.u.: -4951.356194
Total charge: -1
Kohn-Sham gap in Eh: 0.25110

---

What did the third record say?
C4H10NO | wB97M-V/def2-TZVPD

Geometry as XYZ:
```
16
Properties=species:S:1:pos:R:3:lowdin_spin:R:1
C -0.264 -1.588 0.435 0.23
C -0.269 -0.302 -0.452 0.07
C -0.030 0.996 0.308 0.04
C 1.470 1.327 0.482 0.00
O 2.192 0.349 1.052 0.01
N -1.427 -0.237 -1.357 0.12
H 0.598 -2.201 0.173 0.03
H -1.192 -2.112 0.273 0.12
H -0.160 -1.319 1.490 0.02
H 0.549 -0.446 -1.162 0.01
H -0.468 0.922 1.309 0.02
H -0.510 1.826 -0.211 0.01
H 1.492 2.334 1.014 0.00
H 1.883 1.631 -0.527 0.00
H -1.521 -1.107 -1.883 0.16
H -2.341 -0.072 -0.946 0.15
```

Calculated values
Multiplicity: 2
ΔE to the lowest compared entry with this formula, charge and spin in kJ/mol: 41.7
E in a.u.: -288.208191
Total charge: -2
Kohn-Sham gap (alpha / beta) in Eh: 0.11181 / 0.25006